No. 1
Computed, not measured: C33H42FN4O4S4SiTi as an isolated structure, with ωB97M-V with the def2-TZVPD basis set.

ORCA input file:
```
! RIJCOSX wB97M-V def2-TZVPD def2/J DEFGRID3
* xyz -1 1
Ti -0.573 -2.221 -0.766
C -1.622 -4.338 1.438
N -1.866 -3.069 0.750
C -3.021 -2.504 0.899
C -3.317 -1.326 0.167
C -4.370 -0.406 0.238
C -4.037 0.623 -0.646
C -2.802 0.279 -1.209
N -2.367 -0.895 -0.735
C -0.985 -4.119 2.788
C -1.695 -4.326 3.964
C -1.110 -4.063 5.198
C 0.191 -3.587 5.261
C 0.911 -3.389 4.088
C 0.327 -3.663 2.863
H -0.964 -4.935 0.797
H -2.563 -4.886 1.552
H -3.769 -2.931 1.568
H -5.242 -0.486 0.869
H -4.593 1.522 -0.857
H -2.207 0.859 -1.900
H -2.716 -4.688 3.916
H -1.675 -4.224 6.107
H 0.645 -3.371 6.220
H 1.926 -3.013 4.126
H 0.891 -3.522 1.951
C 2.062 -4.068 -2.536
Si 2.543 -3.153 -0.985
C 4.034 -2.160 -1.575
C 3.049 -4.477 0.259
N 1.352 -2.099 -0.213
C 1.768 -1.329 0.883
C 3.043 -1.310 1.466
C 3.326 -0.572 2.612
C 2.348 0.170 3.251
C 1.064 0.162 2.714
C 0.835 -0.561 1.574
F -0.434 -0.600 1.087
H 3.010 -4.482 -2.894
H 1.666 -3.432 -3.329
H 1.355 -4.873 -2.355
H 4.763 -2.817 -2.056
H 4.565 -1.566 -0.835
H 3.684 -1.455 -2.335
H 3.812 -5.146 -0.147
H 2.161 -5.081 0.481
H 3.423 -4.074 1.200
H 3.840 -1.894 1.041
H 4.334 -0.598 3.008
H 2.568 0.734 4.147
H 0.236 0.695 3.165
C -1.029 5.022 -0.497
C -1.521 4.491 0.842
S -0.779 2.962 1.437
C 0.988 3.355 1.434
C 1.790 3.110 0.145
S 1.188 1.753 -0.892
C 1.063 2.519 -2.522
C 0.334 3.845 -2.671
S -1.323 3.941 -1.929
H 0.036 5.240 -0.448
H -1.535 5.972 -0.684
H -2.586 4.255 0.790
H -1.394 5.272 1.597
H 1.396 2.733 2.227
H 1.120 4.393 1.752
H 2.825 2.911 0.428
H 1.797 4.008 -0.471
H 0.522 1.761 -3.080
H 2.040 2.620 -2.997
H 0.231 4.033 -3.742
H 0.916 4.680 -2.280
N -0.792 -1.576 -3.062
C -0.190 -0.581 -3.913
C 1.186 -0.584 -4.116
C 1.764 0.375 -4.930
C 0.983 1.364 -5.518
C -0.389 1.348 -5.336
C -0.978 0.373 -4.538
S 1.780 2.747 -6.343
O 2.596 3.320 -5.275
O 0.675 3.595 -6.763
O 2.546 2.145 -7.419
H -1.801 -1.458 -3.081
H -0.596 -2.507 -3.419
H 1.798 -1.322 -3.615
H 2.838 0.401 -5.070
H -0.980 2.128 -5.796
H -2.053 0.369 -4.386
O -0.450 -3.681 -1.436
*
```

ΔE to the lowest compared entry with this formula, charge and spin: 48.9 kJ/mol
LUMO: 2.016 eV

Löwdin atomic charges, in units of e: number 1, Ti, carries 0.95; number 2, C, carries -0.16; number 3, N, carries -0.07; number 4, C, carries -0.07; number 5, C, carries -0.33; number 6, C, carries -0.05; number 7, C, carries -0.09; number 8, C, carries -0.16; number 9, N, carries -0.05; number 10, C, carries -0.20; number 11, C, carries -0.05; number 12, C, carries -0.09; number 13, C, carries -0.09; number 14, C, carries -0.07; number 15, C, carries -0.03; number 16, H, carries 0.11; number 17, H, carries 0.12; number 18, H, carries 0.14; number 19, H, carries 0.09; number 20, H, carries 0.09; number 21, H, carries 0.08; number 22, H, carries 0.11; number 23, H, carries 0.10; number 24, H, carries 0.10; number 25, H, carries 0.10; number 26, H, carries 0.09; number 27, C, carries -0.18; number 28, Si, carries 0.42; number 29, C, carries -0.16; number 30, C, carries -0.16; number 31, N, carries -0.15; number 32, C, carries -0.32; number 33, C, carries -0.05; number 34, C, carries -0.09; number 35, C, carries -0.10; number 36, C, carries -0.04; number 37, C, carries -0.27; number 38, F, carries 0.01; number 39, H, carries 0.04; number 40, H, carries 0.01; number 41, H, carries 0.02; number 42, H, carries 0.03; number 43, H, carries 0.02; number 44, H, carries 0.02; number 45, H, carries 0.03; number 46, H, carries 0.03; number 47, H, carries 0.02; number 48, H, carries 0.07; number 49, H, carries 0.10; number 50, H, carries 0.10; number 51, H, carries 0.11; number 52, C, carries -0.54; number 53, C, carries -0.56; number 54, S, carries 0.82; number 55, C, carries -0.53; number 56, C, carries -0.50; number 57, S, carries 0.87; number 58, C, carries -0.54; number 59, C, carries -0.51; number 60, S, carries 0.86; number 61, H, carries 0.05; number 62, H, carries 0.07; number 63, H, carries 0.06; number 64, H, carries 0.07; number 65, H, carries 0.03; number 66, H, carries 0.08; number 67, H, carries 0.07; number 68, H, carries 0.05; number 69, H, carries 0.02; number 70, H, carries 0.07; number 71, H, carries 0.07; number 72, H, carries 0.07; number 73, N, carries 0.05; number 74, C, carries -0.29; number 75, C, carries -0.03; number 76, C, carries -0.05; number 77, C, carries -0.27; number 78, C, carries -0.06; number 79, C, carries -0.04; number 80, S, carries 0.40; number 81, O, carries -0.36; number 82, O, carries -0.37; number 83, O, carries -0.36; number 84, H, carries 0.08; number 85, H, carries 0.09; number 86, H, carries 0.08; number 87, H, carries 0.12; number 88, H, carries 0.11; number 89, H, carries 0.11; number 90, O, carries -0.40

---

No. 2
Computed, not measured: a 7-piece molecular cluster, C33H42O17 overall at a distorted geometry, with ωB97M-V with the def2-TZVPD basis set.

ORCA input file:
```
! RIJCOSX wB97M-V def2-TZVPD def2/J DEFGRID3
* xyz 0 1
O 2.915 -2.446 -3.661
C 4.099 -2.050 -3.099
C 4.150 -1.871 -1.774
C 5.292 -1.447 -1.140
C 6.416 -1.209 -1.895
O 7.565 -0.760 -1.269
C 6.441 -1.485 -3.249
C 5.269 -1.898 -3.855
H 3.038 -2.522 -4.601
H 3.276 -2.072 -1.147
H 5.356 -1.363 -0.050
H 8.313 -0.953 -1.837
H 7.360 -1.334 -3.838
H 5.271 -1.984 -4.941
O -5.290 -4.979 2.763
C -4.982 -3.679 2.308
C -4.485 -2.705 3.192
C -4.094 -1.483 2.711
C -4.310 -1.085 1.374
O -3.858 0.222 1.093
C -4.596 -2.114 0.485
C -4.989 -3.390 0.959
H -6.154 -5.197 2.450
H -4.307 -2.957 4.241
H -3.674 -0.688 3.295
H -3.716 0.335 0.148
H -4.587 -1.903 -0.568
H -5.414 -4.102 0.231
O 5.055 5.413 1.053
C 5.604 4.073 1.121
C 5.409 3.293 2.211
C 5.860 1.996 2.332
C 6.538 1.403 1.296
O 6.947 0.065 1.360
C 6.676 2.155 0.136
C 6.274 3.473 0.051
H 4.397 5.385 0.328
H 4.907 3.724 3.080
H 5.760 1.469 3.283
H 7.225 -0.255 0.492
H 7.288 1.737 -0.668
H 6.483 4.050 -0.871
O -1.940 -4.203 -3.152
C -1.768 -3.790 -1.800
C -1.373 -2.517 -1.419
C -1.131 -2.286 -0.077
C -1.270 -3.280 0.858
O -0.889 -2.919 2.168
C -1.758 -4.499 0.529
C -2.040 -4.718 -0.819
H -2.290 -5.111 -3.257
H -1.140 -1.768 -2.159
H -0.758 -1.296 0.218
H -1.092 -3.663 2.763
H -1.807 -5.229 1.338
H -2.365 -5.689 -1.204
C -1.307 1.483 -1.638
O -1.640 0.931 -2.902
C -2.865 0.573 -2.962
O -3.675 0.721 -2.098
O -3.208 0.173 -4.176
C -4.535 0.015 -4.481
H -1.884 2.385 -1.333
H -0.306 1.791 -1.685
H -1.468 0.711 -0.873
H -4.598 -0.751 -5.189
H -4.857 1.011 -4.727
H -5.145 -0.362 -3.650
C -3.324 5.485 0.681
O -2.999 4.481 1.728
C -4.120 3.921 2.253
O -5.233 4.389 2.200
O -3.654 2.851 3.050
C -4.749 2.245 3.773
H -2.324 5.984 0.519
H -4.190 6.071 0.956
H -3.659 4.938 -0.180
H -4.858 2.826 4.666
H -4.377 1.222 3.972
H -5.637 2.307 3.097
C 2.649 1.461 -0.567
O 1.408 1.996 -0.029
C 0.911 1.224 0.926
O 1.260 0.092 1.222
O -0.042 1.896 1.471
C -0.767 1.172 2.507
H 3.214 1.036 0.256
H 3.259 2.176 -1.175
H 2.385 0.644 -1.260
H -0.413 1.490 3.479
H -0.576 0.118 2.320
H -1.787 1.403 2.333
*
```

ΔE to the lowest compared entry with this formula, charge and spin: 22.3 kJ/mol
LUMO: 0.486 eV
SMILES string: Oc1ccc(O)cc1.Oc1ccc(O)cc1.Oc1ccc(O)cc1.Oc1ccc(O)cc1.COC(=O)OC.COC(=O)OC.COC(=O)OC

Löwdin atomic charges, in units of e: number 1, O, carries 0.06; number 2, C, carries -0.34; number 3, C, carries -0.03; number 4, C, carries 0.00; number 5, C, carries -0.31; number 6, O, carries 0.01; number 7, C, carries -0.02; number 8, C, carries -0.01; number 9, H, carries 0.09; number 10, H, carries 0.14; number 11, H, carries 0.13; number 12, H, carries 0.11; number 13, H, carries 0.13; number 14, H, carries 0.12; number 15, O, carries 0.02; number 16, C, carries -0.31; number 17, C, carries -0.02; number 18, C, carries -0.03; number 19, C, carries -0.26; number 20, O, carries 0.02; number 21, C, carries -0.01; number 22, C, carries -0.03; number 23, H, carries 0.08; number 24, H, carries 0.12; number 25, H, carries 0.10; number 26, H, carries 0.06; number 27, H, carries 0.11; number 28, H, carries 0.13; number 29, O, carries -0.01; number 30, C, carries -0.29; number 31, C, carries -0.04; number 32, C, carries -0.02; number 33, C, carries -0.30; number 34, O, carries 0.02; number 35, C, carries -0.04; number 36, C, carries -0.03; number 37, H, carries 0.10; number 38, H, carries 0.13; number 39, H, carries 0.13; number 40, H, carries 0.04; number 41, H, carries 0.11; number 42, H, carries 0.13; number 43, O, carries 0.00; number 44, C, carries -0.28; number 45, C, carries 0.00; number 46, C, carries -0.01; number 47, C, carries -0.32; number 48, O, carries 0.02; number 49, C, carries -0.02; number 50, C, carries -0.03; number 51, H, carries 0.10; number 52, H, carries 0.11; number 53, H, carries 0.11; number 54, H, carries 0.10; number 55, H, carries 0.13; number 56, H, carries 0.12; number 57, C, carries -0.01; number 58, O, carries 0.06; number 59, C, carries -0.67; number 60, O, carries 0.12; number 61, O, carries 0.02; number 62, C, carries -0.06; number 63, H, carries 0.12; number 64, H, carries 0.07; number 65, H, carries 0.09; number 66, H, carries 0.08; number 67, H, carries 0.11; number 68, H, carries 0.10; number 69, C, carries -0.01; number 70, O, carries -0.03; number 71, C, carries -0.53; number 72, O, carries 0.11; number 73, O, carries -0.07; number 74, C, carries -0.03; number 75, H, carries 0.12; number 76, H, carries 0.08; number 77, H, carries 0.08; number 78, H, carries 0.09; number 79, H, carries 0.08; number 80, H, carries 0.11; number 81, C, carries -0.02; number 82, O, carries -0.02; number 83, C, carries -0.68; number 84, O, carries 0.09; number 85, O, carries 0.03; number 86, C, carries 0.03; number 87, H, carries 0.08; number 88, H, carries 0.11; number 89, H, carries 0.09; number 90, H, carries 0.10; number 91, H, carries 0.08; number 92, H, carries 0.06

---

No. 3
Computed, not measured: C33H43AsFN3OScSi as an isolated structure, with ωB97M-V with the def2-TZVPD basis set.

ORCA input file:
```
! RIJCOSX wB97M-V def2-TZVPD def2/J DEFGRID3
* xyz 1 1
Sc -1.048 -0.671 -1.168
N -0.864 -0.211 -3.509
C 0.221 -0.945 -4.182
C 0.186 -2.387 -3.711
N 0.249 -2.391 -2.240
H -1.744 -0.332 -4.009
H -0.690 0.791 -3.495
H 1.166 -0.477 -3.888
H 0.157 -0.879 -5.273
H 0.993 -2.970 -4.168
H -0.756 -2.860 -4.005
H 1.213 -2.262 -1.926
H -0.040 -3.292 -1.860
C -0.006 -4.653 0.069
Si -0.818 -3.453 1.272
C 0.393 -3.085 2.672
C -2.316 -4.355 1.950
N -1.340 -1.996 0.442
C -2.445 -1.353 1.019
C -2.687 -1.152 2.389
C -3.826 -0.513 2.843
C -4.791 -0.040 1.960
C -4.599 -0.205 0.598
C -3.443 -0.833 0.203
F -3.218 -0.986 -1.192
H 0.213 -5.556 0.638
H 0.939 -4.344 -0.373
H -0.688 -4.962 -0.727
H 1.247 -3.760 2.659
H -0.085 -3.196 3.644
H 0.796 -2.073 2.615
H -2.030 -5.368 2.229
H -3.099 -4.432 1.195
H -2.747 -3.889 2.829
H -1.964 -1.519 3.102
H -3.970 -0.390 3.906
H -5.678 0.452 2.326
H -5.317 0.125 -0.137
C 5.223 -2.083 1.360
C 4.150 -2.770 0.820
C 3.019 -2.072 0.416
C 2.957 -0.694 0.546
C 4.042 -0.007 1.094
C 5.167 -0.702 1.500
As 1.390 0.267 -0.067
C 2.187 1.806 -0.912
C 2.830 1.863 -2.136
C 3.330 3.079 -2.583
C 3.185 4.220 -1.804
C 2.552 4.162 -0.573
C 2.047 2.950 -0.116
C 1.346 2.737 1.163
C 1.056 3.718 2.104
C 0.364 3.377 3.255
C -0.052 2.070 3.476
C 0.229 1.080 2.543
C 0.933 1.421 1.402
H 6.107 -2.618 1.673
H 4.189 -3.845 0.719
H 2.170 -2.625 0.025
H 4.008 1.070 1.205
H 6.004 -0.168 1.925
H 2.965 0.972 -2.741
H 3.836 3.139 -3.535
H 3.574 5.162 -2.158
H 2.459 5.058 0.023
H 1.359 4.744 1.947
H 0.142 4.139 3.988
H -0.604 1.823 4.372
H -0.113 0.066 2.702
C -3.174 2.305 -2.028
C -1.948 2.448 -1.128
C -0.942 3.405 -1.756
C -2.348 2.906 0.271
O -1.331 1.172 -1.010
H -3.661 3.269 -2.182
H -3.901 1.627 -1.589
H -2.889 1.922 -3.010
H -1.376 4.400 -1.856
H -0.651 3.078 -2.756
H -0.040 3.486 -1.150
H -2.854 3.872 0.230
H -1.474 3.007 0.912
H -3.026 2.183 0.727
*
```

ΔE to the lowest compared entry with this formula, charge and spin: 63.2 kJ/mol
LUMO: -2.231 eV

Löwdin atomic charges, in units of e: number 1, Sc, carries 0.84; number 2, N, carries -0.01; number 3, C, carries -0.22; number 4, C, carries -0.22; number 5, N, carries -0.03; number 6, H, carries 0.11; number 7, H, carries 0.08; number 8, H, carries 0.11; number 9, H, carries 0.13; number 10, H, carries 0.13; number 11, H, carries 0.13; number 12, H, carries 0.07; number 13, H, carries 0.05; number 14, C, carries -0.18; number 15, Si, carries 0.42; number 16, C, carries -0.16; number 17, C, carries -0.16; number 18, N, carries -0.17; number 19, C, carries -0.36; number 20, C, carries -0.04; number 21, C, carries -0.06; number 22, C, carries -0.07; number 23, C, carries -0.01; number 24, C, carries -0.20; number 25, F, carries -0.04; number 26, H, carries 0.04; number 27, H, carries 0.01; number 28, H, carries 0.04; number 29, H, carries 0.03; number 30, H, carries 0.03; number 31, H, carries 0.01; number 32, H, carries 0.04; number 33, H, carries 0.04; number 34, H, carries 0.03; number 35, H, carries 0.10; number 36, H, carries 0.11; number 37, H, carries 0.11; number 38, H, carries 0.13; number 39, C, carries -0.07; number 40, C, carries -0.07; number 41, C, carries -0.14; number 42, C, carries -0.36; number 43, C, carries -0.08; number 44, C, carries -0.06; number 45, As, carries 1.37; number 46, C, carries -0.32; number 47, C, carries -0.09; number 48, C, carries -0.07; number 49, C, carries -0.06; number 50, C, carries -0.02; number 51, C, carries -0.23; number 52, C, carries -0.21; number 53, C, carries -0.02; number 54, C, carries -0.06; number 55, C, carries -0.06; number 56, C, carries -0.07; number 57, C, carries -0.30; number 58, H, carries 0.11; number 59, H, carries 0.11; number 60, H, carries 0.06; number 61, H, carries 0.11; number 62, H, carries 0.11; number 63, H, carries 0.10; number 64, H, carries 0.11; number 65, H, carries 0.11; number 66, H, carries 0.11; number 67, H, carries 0.11; number 68, H, carries 0.11; number 69, H, carries 0.11; number 70, H, carries 0.08; number 71, C, carries -0.02; number 72, C, carries -0.66; number 73, C, carries -0.01; number 74, C, carries 0.00; number 75, O, carries -0.32; number 76, H, carries 0.10; number 77, H, carries 0.07; number 78, H, carries 0.08; number 79, H, carries 0.10; number 80, H, carries 0.08; number 81, H, carries 0.06; number 82, H, carries 0.10; number 83, H, carries 0.07; number 84, H, carries 0.08